Record 1
ORCA calculation (ωB97M-V/def2-TZVPD) on C38H33FeN6O4Se as an isolated structure.

CARTESIAN COORDINATES (ANGSTROEM)
Fe (0.145814, 0.163544, 0.240899)
C (-2.039987, -4.405931, 4.482993)
C (-2.433801, -3.084440, 3.859169)
C (-3.785896, -2.581023, 4.333916)
O (-2.446198, -3.239136, 2.451388)
C (-1.805382, -2.139386, 1.833415)
C (-0.924151, -1.544145, 2.942579)
O (-1.424766, -2.117872, 4.139557)
C (-0.913233, 0.002615, 3.099701)
O (-0.466615, 0.588932, 1.909179)
C (-2.309190, 0.518039, 3.430259)
C (-3.192724, 0.872889, 2.415979)
C (-4.479520, 1.304722, 2.707496)
C (-4.898501, 1.398547, 4.026641)
C (-4.020154, 1.061011, 5.046894)
C (-2.738677, 0.622882, 4.750258)
C (0.089958, 0.430269, 4.176798)
C (0.908372, -0.452059, 4.868186)
C (1.855191, 0.023502, 5.769430)
C (1.995948, 1.382192, 5.989247)
C (1.175620, 2.272896, 5.306573)
C (0.233944, 1.796804, 4.412816)
C (-1.036318, -2.653581, 0.592367)
O (-0.426659, -1.551726, -0.020656)
C (0.003531, -3.693871, 0.992481)
C (1.350710, -3.369601, 1.073339)
C (2.284757, -4.320321, 1.466321)
C (1.879905, -5.606688, 1.781686)
C (0.533992, -5.941124, 1.693952)
C (-0.396077, -4.993793, 1.298460)
C (-1.983207, -3.226604, -0.467283)
C (-1.403746, -3.732620, -1.631171)
C (-2.187885, -4.179922, -2.679087)
C (-3.574541, -4.132909, -2.579193)
C (-4.156809, -3.645086, -1.423094)
C (-3.366322, -3.194202, -0.370325)
H (-2.762682, -5.176699, 4.214623)
H (-2.012669, -4.312934, 5.568573)
H (-1.055300, -4.696782, 4.119685)
H (-4.545065, -3.341303, 4.146673)
H (-4.054809, -1.671286, 3.797597)
H (-3.759374, -2.363095, 5.401467)
H (-2.544521, -1.411198, 1.485924)
H (0.111929, -1.861028, 2.786899)
H (-2.870957, 0.812266, 1.383895)
H (-5.153180, 1.569831, 1.902085)
H (-5.899577, 1.739302, 4.257488)
H (-4.335393, 1.132564, 6.080149)
H (-2.063089, 0.354453, 5.551754)
H (0.806850, -1.519718, 4.734013)
H (2.484984, -0.680057, 6.298898)
H (2.734356, 1.748436, 6.690653)
H (1.273346, 3.338452, 5.471325)
H (-0.406325, 2.494508, 3.885140)
H (1.681044, -2.369910, 0.824188)
H (3.331361, -4.048580, 1.518691)
H (2.606643, -6.349307, 2.085309)
H (0.207581, -6.946321, 1.929765)
H (-1.441717, -5.261496, 1.223530)
H (-0.322683, -3.778091, -1.699362)
H (-1.720618, -4.578196, -3.571421)
H (-4.192345, -4.485140, -3.395250)
H (-5.235143, -3.618406, -1.329112)
H (-3.844434, -2.841578, 0.533446)
N (-0.066264, -0.214808, -4.107297)
C (0.558450, -0.600828, -2.991208)
N (0.206506, 0.209595, -2.017139)
C (-0.657238, 1.074823, -2.608515)
N (-0.853410, 0.857372, -3.884888)
C (-1.283910, 2.100729, -1.776961)
C (-2.123580, 3.100628, -2.244695)
N (-2.648535, 4.002614, -1.425345)
C (-2.334166, 3.907775, -0.140083)
C (-1.509928, 2.901004, 0.347667)
N (-0.990201, 1.998515, -0.475481)
H (-0.005971, -0.616125, -5.028087)
H (1.251473, -1.421272, -2.921123)
H (-2.373758, 3.160251, -3.296078)
H (-2.753047, 4.644681, 0.533310)
H (-1.276280, 2.788144, 1.397731)
Se (2.511584, 0.543818, 0.655410)
C (3.068348, -0.382540, -0.834613)
N (3.407077, -0.964686, -1.772639)

Atoms 1-2, force components in eV/Å:
Fe -0.4 -0.3 -0.1
C 0.0 0.0 0.0

⟨S²⟩ = 8.766
E_tot = -156807.2718 eV
charge = 0
spin multiplicity = 6
frontier orbital gap (alpha / beta) = 7.857 / 7.536 eV

Record 2
ORCA calculation (ωB97M-V/def2-TZVPD) on C38H33InN12O4 as an isolated structure.

CARTESIAN COORDINATES (ANGSTROEM)
In (-0.653158, 0.520185, 0.747337)
C (-1.729059, 0.402388, 5.034689)
C (-0.544647, 0.537327, 5.754740)
C (0.621833, 0.779576, 5.075085)
C (0.633850, 0.867441, 3.673821)
N (-0.529286, 0.758183, 2.991770)
C (-1.667540, 0.525406, 3.670205)
N (1.877399, 1.091544, 3.127947)
C (2.218160, 1.012760, 1.892975)
N (1.460383, 0.798993, 0.770415)
C (2.255204, 0.840240, -0.339266)
N (1.957083, 0.744602, -1.590057)
C (0.706130, 0.627819, -2.156345)
C (0.703724, 0.437808, -3.548283)
C (-0.478364, 0.369699, -4.244433)
C (-1.680223, 0.497313, -3.553982)
C (-1.621279, 0.656109, -2.193696)
N (-0.471449, 0.724078, -1.500199)
C (3.655998, 1.055811, 0.096040)
C (4.835405, 1.129795, -0.615261)
C (6.005818, 1.332610, 0.108828)
C (5.980470, 1.452460, 1.496688)
C (4.784642, 1.373331, 2.203257)
C (3.630714, 1.177284, 1.474180)
H (-2.674322, 0.206218, 5.519354)
H (-0.542389, 0.451648, 6.833913)
H (1.569597, 0.891065, 5.580516)
H (-2.567104, 0.430118, 3.080180)
H (1.664097, 0.359479, -4.036272)
H (-0.472779, 0.220761, -5.316678)
H (-2.635393, 0.441054, -4.054814)
H (-2.531732, 0.718503, -1.613716)
H (4.836493, 1.033496, -1.693123)
H (6.952044, 1.396794, -0.412788)
H (6.908630, 1.604423, 2.032642)
H (4.748483, 1.461120, 3.281023)
O (-2.938876, -0.360613, 0.855624)
N (-3.511225, 0.725408, 0.792140)
O (-2.699137, 1.691980, 0.727575)
C (-2.032576, 5.777083, -2.333348)
C (-1.153644, 6.776921, -1.586173)
C (0.248524, 6.839019, -2.185673)
C (-1.107656, 6.485353, -0.082615)
N (-0.564713, 5.170337, 0.226592)
C (-1.180340, 3.990179, 0.286301)
N (-0.275796, 3.072400, 0.538176)
N (0.907397, 3.718470, 0.630083)
N (0.746761, 4.973026, 0.440070)
H (-2.135441, 6.073409, -3.377443)
H (-3.034515, 5.718051, -1.900977)
H (-1.591888, 4.777104, -2.322226)
H (-1.613702, 7.766049, -1.669125)
H (0.748669, 5.871186, -2.115041)
H (0.869043, 7.574295, -1.670781)
H (0.197699, 7.113701, -3.239951)
H (-2.107213, 6.533827, 0.348419)
H (-0.473936, 7.210079, 0.425122)
H (-2.235425, 3.818954, 0.159841)
O (0.822816, -1.943615, 2.637070)
C (0.243526, -2.388370, 1.663704)
N (0.064051, -3.717603, 1.381167)
C (-0.571683, -3.929438, 0.093786)
C (-0.899360, -2.458029, -0.274513)
O (-1.505190, -2.130863, -1.274911)
N (-0.385928, -1.636232, 0.678175)
C (-1.896567, -4.679702, 0.200840)
C (-2.405593, -5.380480, -0.886001)
C (-3.647547, -5.994629, -0.803827)
C (-4.392620, -5.911094, 0.362884)
C (-3.891355, -5.205104, 1.447982)
C (-2.650930, -4.590960, 1.366615)
C (0.399956, -4.572514, -0.888473)
C (0.850495, -5.862812, -0.613598)
C (1.774040, -6.481950, -1.438998)
C (2.255750, -5.818693, -2.560689)
C (1.804349, -4.540243, -2.845969)
C (0.878271, -3.917234, -2.016429)
H (0.599628, -4.421204, 1.858048)
H (-1.830840, -5.442720, -1.801054)
H (-4.034911, -6.540295, -1.655274)
H (-5.361638, -6.390033, 0.425294)
H (-4.469315, -5.131216, 2.360752)
H (-2.259894, -4.038757, 2.212068)
H (0.456773, -6.391230, 0.248753)
H (2.114950, -7.484170, -1.210989)
H (2.977639, -6.299008, -3.208964)
H (2.172261, -4.019435, -3.721407)
H (0.519458, -2.926041, -2.259359)

Atoms 1-2, force components in eV/Å:
In -0.2 0.0 0.0
C 0.0 0.0 0.0

E_tot = -71188.4614 eV
charge = 0
spin multiplicity = 1
frontier orbital gap = 7.440 eV

Record 3
ORCA calculation (ωB97M-V/def2-TZVPD) on C38H35BN9O3S2Ta as an isolated structure.

CARTESIAN COORDINATES (ANGSTROEM)
Ta (0.236962, -0.270525, -0.527805)
C (-1.035359, 5.017201, 0.971699)
C (-1.789042, 4.573101, 2.048244)
C (-2.308169, 3.292542, 2.015698)
C (-2.039273, 2.500223, 0.899837)
N (-1.305074, 2.913762, -0.124316)
C (-0.812364, 4.145270, -0.082188)
C (-2.718090, 1.185731, 0.758108)
C (-4.071909, 1.192506, 1.085769)
C (-4.835972, 0.055179, 0.946725)
C (-4.206800, -1.088199, 0.490470)
C (-2.848767, -1.043210, 0.201685)
N (-2.091456, 0.065061, 0.331724)
C (-2.146648, -2.305874, -0.109841)
C (-2.795768, -3.487391, -0.453961)
C (-2.077162, -4.669027, -0.445678)
C (-0.753624, -4.646087, -0.034509)
C (-0.163551, -3.423130, 0.222334)
N (-0.825194, -2.268284, 0.115321)
H (-0.628301, 6.015480, 0.947295)
H (-1.970053, 5.214019, 2.899022)
H (-2.896925, 2.915300, 2.838546)
H (-0.218450, 4.447591, -0.932887)
H (-4.518367, 2.117909, 1.417888)
H (-5.885824, 0.053817, 1.192842)
H (-4.750490, -2.012189, 0.399492)
H (-3.841443, -3.488597, -0.706231)
H (-2.557473, -5.598963, -0.711507)
H (-0.176663, -5.550019, 0.065781)
H (0.864706, -3.357742, 0.540853)
C (4.267893, -1.068826, 0.772099)
O (4.120086, -2.476353, 0.669955)
C (3.510299, -2.991898, -0.415490)
C (4.009919, -4.215648, -0.875597)
C (3.455225, -4.892584, -1.948921)
C (2.362212, -4.362244, -2.608478)
C (1.812457, -3.158602, -2.153721)
C (0.645640, -2.633306, -2.793396)
N (-0.053776, -1.633495, -2.361126)
N (-1.045745, -1.259493, -3.255652)
C (-1.384799, -0.046267, -2.991692)
O (-0.834958, 0.526949, -1.908409)
C (-2.295805, 0.769827, -3.786743)
C (-2.708085, 2.015207, -3.317842)
C (-3.582129, 2.772750, -4.079828)
C (-4.039134, 2.290120, -5.297969)
C (-3.624279, 1.049306, -5.764011)
C (-2.753546, 0.284127, -5.012785)
C (2.385380, -2.470118, -1.069639)
O (1.775104, -1.339762, -0.661840)
H (5.047633, -0.915032, 1.518876)
H (4.588992, -0.660615, -0.188918)
H (3.339170, -0.597195, 1.104470)
H (4.865375, -4.614223, -0.353768)
H (3.883777, -5.828687, -2.269825)
H (1.920799, -4.867043, -3.453378)
H (0.323917, -3.084790, -3.728786)
H (-2.335575, 2.375882, -2.374086)
H (-3.904475, 3.740778, -3.727383)
H (-4.718376, 2.882851, -5.891660)
H (-3.978296, 0.683175, -6.715194)
H (-2.420504, -0.678762, -5.368472)
C (4.816013, 1.899171, -1.093070)
N (4.138602, 1.975614, 0.184646)
C (4.748753, 2.211586, 1.388972)
C (3.764654, 2.306010, 2.318386)
N (2.560191, 2.139604, 1.689978)
B (1.153922, 2.480471, 2.287136)
N (0.748150, 1.507947, 3.423633)
C (0.372666, 1.842668, 4.696732)
C (-0.102196, 0.726721, 5.306162)
N (-0.017925, -0.292504, 4.391769)
C (-0.370179, -1.674397, 4.626509)
C (0.495207, 0.206899, 3.254767)
S (0.976599, -0.766707, 1.911104)
C (2.813115, 1.921418, 0.395896)
S (1.675277, 1.722079, -0.907962)
H (5.825756, 1.531263, -0.923761)
H (4.854957, 2.886460, -1.550927)
H (4.276919, 1.214608, -1.745694)
H (5.811465, 2.302777, 1.470796)
H (3.823161, 2.500981, 3.368820)
H (1.171429, 3.588200, 2.728558)
H (0.382066, 2.314993, 1.397800)
H (0.470878, 2.844969, 5.058699)
H (-0.474050, 0.563694, 6.297366)
H (-0.821592, -1.744324, 5.613093)
H (0.522398, -2.298594, 4.587435)
H (-1.084132, -2.003060, 3.871925)

Atoms 1-2, force components in eV/Å:
Ta -0.6 -0.7 -0.1
C -0.1 -0.1 0.0

E_tot = -83418.6491 eV
charge = +2
spin multiplicity = 1
frontier orbital gap = 6.889 eV